[1]
8
Properties=species:S:1:pos:R:3:nbo_charge:R:1 method="wB97M-V/def2-TZVPD" total_charge=-1 homo_ha=-0.1387 orbital_gap_ha=0.268 e_tot_ha=-1400.98075 max_force_ev_per_a=2.0 e_above_lowest_ev=1.199
S -1.8793 1.6956 0.2899 -0.51
S -2.9588 -0.1902 -0.1440 1.44
S -0.2801 0.4856 -0.6312 0.84
O -2.9567 -0.8359 1.1546 -0.99
O -1.9934 -0.7460 -1.1399 -1.02
N 0.3148 -0.6540 0.2406 -1.13
H 0.6604 1.3030 -0.1076 0.02
H 0.0558 -1.5859 -0.1126 0.35


[2]
8
Properties=species:S:1:pos:R:3:nbo_charge:R:1 method="wB97M-V/def2-TZVPD" total_charge=0 homo_ha=-0.3776 orbital_gap_ha=0.354 e_tot_ha=-1021.23164 max_force_ev_per_a=3.2 e_above_lowest_ev=0.758
S -1.9080 0.5772 -0.2651 1.70
P 0.9350 -1.6489 0.1528 1.44
O -3.1561 0.6279 0.4345 -0.84
O -0.5684 -1.3745 0.0009 -1.07
O -0.8349 1.4560 0.2480 -0.90
N 1.6745 -0.1654 -0.1156 -1.19
H 1.1849 0.4674 -0.7049 0.43
H 2.6730 0.0604 0.2494 0.43


[3]
10
Properties=species:S:1:pos:R:3:nbo_charge:R:1 method="wB97M-V/def2-TZVPD" total_charge=0 homo_ha=-0.3109 orbital_gap_ha=0.182 e_tot_ha=-1817.50278 max_force_ev_per_a=6.4 e_above_lowest_ev=2.108
S 2.5556 1.8811 -0.3778 -0.58
S -2.0575 0.1397 -0.1947 2.25
S 0.6290 -1.2548 -1.3756 -0.25
P 0.6555 0.2762 0.0332 1.52
O -3.2903 0.7355 0.2051 -0.75
O 0.8207 -0.4549 1.4446 -1.00
O -1.8623 -1.2797 -0.0633 -0.79
N -0.7737 1.0383 0.0411 -1.13
H 1.8794 -1.0152 -1.7764 0.19
H 1.4436 -0.0661 2.0638 0.54


[4]
7
Properties=species:S:1:pos:R:3:nbo_charge:R:1 method="wB97M-V/def2-TZVPD" total_charge=-1 homo_ha=-0.1237 orbital_gap_ha=0.276 e_tot_ha=-679.82444 max_force_ev_per_a=4.3 e_above_lowest_ev=3.302
S 1.1383 -0.1797 -0.4264 1.52
O -1.6794 -0.3272 0.2183 -0.61
O 2.2016 0.6905 0.0203 -1.00
O 1.2115 -1.5362 0.2139 -1.01
N -0.6576 0.5974 0.4816 -0.61
H -1.3456 -0.6978 -0.5794 0.43
H -0.8687 1.4530 0.0717 0.28


One value per record, in order, for LUMO: 3.51; -0.63; -3.51; 4.13 eV.